No. 1
ORCA calculation (the ωB97M-V functional and the def2-TZVPD basis) on a gas-phase ion, C6H13BrN3 (charge +1) at a distorted geometry.

Total energy ... -80934.880 eV
Largest force on an atom ... 5.6 eV Å⁻¹
Net charge ... +1
HOMO-LUMO gap ... 9.02 eV
LUMO energy ... -4.41 eV
SMILES ... CC(C)[C@@H]1N(Br)C=N[N@H+]1C
Highest occupied orbital energy ... -13.421 eV

CARTESIAN COORDINATES (ANGSTROEM)
C (2.172, 1.757, 1.062)
C (1.007, 0.271, -0.448)
C (-0.081, -1.157, 1.404)
C (-0.501, -1.608, -1.009)
C (-0.719, 1.895, -0.886)
C (0.466, -1.163, -0.004)
N (0.922, 2.187, 0.992)
N (2.429, 0.609, 0.421)
N (0.182, 1.285, 0.079)
Br (3.932, -0.386, -0.263)
H (2.877, 2.313, 1.596)
H (1.243, 0.343, -1.466)
H (0.482, -0.502, 2.078)
H (-0.159, -2.113, 1.674)
H (-1.062, -0.867, 1.433)
H (-1.472, -1.034, -0.763)
H (-0.859, -2.639, -0.824)
H (-0.333, -1.346, -2.072)
H (-0.228, 1.593, -1.794)
H (-1.698, 1.495, -1.009)
H (-0.849, 2.904, -0.734)
H (1.416, -1.708, -0.052)
H (-0.415, 0.822, 0.908)

No. 2
ORCA calculation (the ωB97M-V functional and the def2-TZVPD basis) on a molecular structure, C61H61AsBrClGaN3O5PSTe at a distorted geometry.

Total energy ... -302155.014 eV
Largest force on an atom ... 1.1 eV Å⁻¹
Net charge ... 0
HOMO-LUMO gap (spin up / spin down) ... 7.57 / 6.33 eV
LUMO energy (spin up / spin down) ... 0.13 / -1.26 eV
Multiplicity ... 2
Highest occupied orbital energy (spin up / spin down) ... -7.439 / -7.597 eV

CARTESIAN COORDINATES (ANGSTROEM)
Ga (0.022, 0.061, 0.234)
N (2.251, 0.879, 3.002)
C (1.086, 1.479, 2.883)
N (0.373, 1.755, 3.977)
S (0.487, 2.146, 1.413)
H (2.523, 0.517, 3.907)
H (2.823, 0.510, 2.212)
H (0.599, 1.338, 4.868)
H (-0.560, 2.115, 3.849)
C (-4.178, 0.343, 1.179)
C (-5.170, 1.313, 0.560)
As (-7.090, 1.004, 0.990)
C (-7.161, -0.742, 0.099)
C (-7.435, -1.875, 0.856)
C (-7.415, -3.132, 0.277)
C (-7.119, -3.268, -1.068)
C (-6.867, -2.143, -1.835)
C (-6.886, -0.889, -1.254)
C (-7.840, 2.053, -0.506)
C (-9.164, 1.802, -0.862)
C (-9.765, 2.481, -1.905)
C (-9.052, 3.439, -2.608)
C (-7.752, 3.732, -2.238)
C (-7.153, 3.046, -1.193)
P (-2.563, 0.539, 0.264)
C (-2.454, 2.349, 0.157)
C (-2.638, 3.047, 1.353)
C (-2.449, 4.413, 1.409)
C (-2.076, 5.099, 0.266)
C (-1.857, 4.410, -0.914)
C (-2.026, 3.035, -0.972)
C (-3.161, -0.231, -1.282)
C (-3.120, -1.625, -1.228)
C (-3.486, -2.389, -2.318)
C (-3.885, -1.757, -3.486)
C (-3.945, -0.377, -3.539)
C (-3.602, 0.391, -2.439)
H (-4.492, -0.693, 1.015)
H (-4.037, 0.485, 2.250)
H (-5.094, 1.253, -0.530)
H (-4.930, 2.337, 0.858)
H (-7.664, -1.762, 1.911)
H (-7.636, -4.005, 0.874)
H (-7.085, -4.249, -1.519)
H (-6.657, -2.240, -2.890)
H (-6.689, -0.014, -1.861)
H (-9.724, 1.052, -0.312)
H (-10.793, 2.272, -2.170)
H (-9.511, 3.960, -3.436)
H (-7.200, 4.501, -2.761)
H (-6.137, 3.298, -0.918)
H (-2.909, 2.505, 2.247)
H (-2.606, 4.940, 2.338)
H (-1.940, 6.168, 0.299)
H (-1.546, 4.937, -1.803)
H (-1.809, 2.508, -1.890)
H (-2.799, -2.105, -0.306)
H (-3.447, -3.468, -2.264)
H (-4.148, -2.344, -4.355)
H (-4.251, 0.114, -4.450)
H (-3.678, 1.466, -2.493)
C (2.447, -2.600, 0.353)
C (2.638, -1.124, 0.623)
O (3.585, -0.750, 1.359)
N (1.878, -0.252, 0.003)
Te (3.589, 1.410, -0.369)
C (4.809, 3.258, -0.193)
C (4.713, 4.098, 0.911)
C (3.708, 3.859, 1.997)
C (5.577, 5.180, 1.035)
C (6.552, 5.433, 0.087)
C (7.493, 6.592, 0.232)
C (6.655, 4.568, -0.996)
C (5.801, 3.486, -1.150)
C (5.972, 2.559, -2.313)
C (2.628, 2.009, -2.172)
C (1.938, 3.208, -2.330)
C (1.745, 4.178, -1.208)
C (1.370, 3.497, -3.567)
C (1.492, 2.644, -4.648)
C (0.899, 2.972, -5.982)
C (2.162, 1.442, -4.462)
C (2.702, 1.099, -3.235)
C (3.314, -0.257, -3.042)
H (3.020, -3.174, 1.075)
H (2.810, -2.819, -0.649)
H (1.392, -2.859, 0.410)
H (2.984, 3.111, 1.675)
H (3.175, 4.774, 2.245)
H (4.208, 3.498, 2.895)
H (5.481, 5.828, 1.895)
H (7.218, 7.209, 1.085)
H (7.482, 7.210, -0.664)
H (8.512, 6.232, 0.377)
H (7.428, 4.739, -1.735)
H (6.822, 2.852, -2.924)
H (5.077, 2.550, -2.934)
H (6.136, 1.543, -1.947)
H (2.551, 4.097, -0.485)
H (0.806, 3.967, -0.693)
H (1.705, 5.199, -1.585)
H (0.823, 4.421, -3.683)
H (0.501, 3.982, -5.994)
H (0.086, 2.280, -6.191)
H (1.647, 2.874, -6.766)
H (2.239, 0.746, -5.287)
H (3.207, -0.864, -3.939)
H (2.795, -0.755, -2.221)
H (4.374, -0.190, -2.784)
Cl (2.123, -2.472, 7.810)
C (1.291, -2.104, 6.345)
C (-0.021, -1.654, 6.399)
C (-0.667, -1.312, 5.229)
C (-0.019, -1.427, 4.003)
C (1.284, -1.916, 3.960)
C (1.943, -2.248, 5.129)
C (-0.693, -0.898, 2.768)
O (-1.628, -0.115, 2.881)
O (-0.173, -1.269, 1.651)
H (-0.522, -1.571, 7.350)
H (-1.684, -0.948, 5.243)
H (1.786, -2.013, 3.010)
H (2.956, -2.614, 5.106)
Br (-0.046, -5.145, -1.922)
C (0.039, -3.617, -3.052)
C (0.274, -3.796, -4.404)
C (0.299, -2.687, -5.233)
C (0.077, -1.422, -4.719)
C (-0.157, -1.255, -3.358)
C (-0.168, -2.360, -2.516)
C (-0.464, 0.120, -2.829)
O (-0.770, 1.018, -3.585)
O (-0.441, 0.259, -1.539)
H (0.420, -4.790, -4.800)
H (0.484, -2.816, -6.289)
H (0.079, -0.551, -5.358)
H (-0.357, -2.236, -1.455)

No. 3
ORCA calculation (the ωB97M-V functional and the def2-TZVPD basis) on a gas-phase ion, C5H8NOS (charge +1) at a distorted geometry.

Total energy ... -19675.259 eV
Largest force on an atom ... 4.0 eV Å⁻¹
Net charge ... +1
HOMO-LUMO gap (spin up / spin down) ... 7.46 / 7.47 eV
LUMO energy (spin up / spin down) ... -5.50 / -5.49 eV
Highest occupied orbital energy (spin up / spin down) ... -12.960 / -12.964 eV

CARTESIAN COORDINATES (ANGSTROEM)
C (0.265, -1.089, -0.454)
C (-1.154, -0.751, -0.509)
C (1.465, -0.545, -0.265)
C (-3.221, 0.586, -0.542)
C (3.677, 0.337, 1.103)
N (-1.786, 0.419, -0.164)
O (-1.363, 1.314, 0.558)
S (2.853, 0.240, -0.560)
H (0.351, -2.241, -0.321)
H (-1.868, -1.462, -1.043)
H (-3.958, 0.036, 0.149)
H (-3.400, 1.642, -0.621)
H (-3.446, 0.043, -1.586)
H (3.982, 1.394, 1.212)
H (4.669, -0.193, 1.124)
H (2.934, 0.269, 1.920)

Looking at relative energy (zero: lowest compared OMol25 entry of this formula, charge and spin) for the records above, in order, we have 206.40 57.40 532.78 kJ/mol.